Formula: C12H21BNO4S
Source: the OMol25 dataset
Level of theory: wB97M-V/def2-TZVPD

Geometry as XYZ:
```
40
Properties=species:S:1:pos:R:3:lowdin_charge:R:1
H -3.475 0.892 3.034 0.128
H 5.972 1.740 -2.419 0.078
C -1.200 -1.793 -2.123 -0.199
H -1.153 -2.010 -3.273 0.093
C -1.986 0.298 1.316 -0.191
H -1.272 -4.070 -1.551 0.065
O -5.116 -0.421 0.544 -0.391
H -0.636 -2.994 -0.140 0.074
H 0.373 -0.212 -2.821 0.126
H 0.474 -3.367 -1.723 0.078
H -2.197 0.137 0.177 0.097
H 1.594 0.788 2.140 0.103
S -4.812 1.066 0.846 0.779
C -3.258 1.207 1.905 -0.244
H 3.240 1.738 -2.244 0.080
C -0.611 1.180 1.621 -0.219
C 2.951 0.276 -0.309 -0.001
C 5.545 -0.468 0.402 -0.172
H -6.902 1.928 1.092 0.106
H 3.509 -1.291 1.564 0.090
H -0.692 2.161 0.956 0.120
H -2.292 -1.589 -1.751 0.093
C 5.465 1.104 -1.575 -0.151
H -0.722 1.551 2.745 0.104
C -0.250 -0.450 -1.838 -0.210
H -1.989 -0.749 1.884 0.135
H -0.873 0.491 -1.521 0.105
N 6.295 0.325 -0.613 -0.083
H 0.622 -0.780 1.714 0.100
H 6.234 -1.106 1.143 0.078
O -4.746 1.853 -0.490 -0.395
C 0.781 0.335 1.393 -0.153
C -0.594 -3.121 -1.308 -0.151
C 3.951 -0.614 0.695 -0.015
H 0.959 1.347 -0.679 0.079
O -6.147 1.728 1.743 -0.268
O 0.748 -0.880 -0.825 -0.173
H -2.946 2.348 1.913 0.118
B 1.312 0.325 -0.179 -0.781
C 3.844 1.096 -1.447 -0.030
```

## Properties
E_HOMO	-5.10	eV
electronic energy	-33967.7460	eV
molar mass	286.18	g/mol
net charge	-1



Formula: C12H21BrN3O
Source: the OMol25 dataset
Level of theory: wB97M-V/def2-TZVPD

Geometry as XYZ:
```
38
Properties=species:S:1:pos:R:3:lowdin_charge:R:1
N -4.301 2.413 1.196 -0.191
H -4.628 4.353 0.483 0.092
H -2.924 2.574 2.697 0.138
H -5.357 0.705 0.602 0.098
H -1.872 -0.077 0.227 0.042
H 3.807 -4.010 -0.932 0.097
C 2.876 -2.206 -1.314 -0.276
H -1.675 0.368 -1.564 0.085
H 2.962 -1.199 0.480 0.108
C 4.012 0.122 -0.749 -0.140
H 3.728 0.976 -1.363 0.126
H -1.230 -2.267 -1.589 0.115
H -5.688 2.173 -0.345 0.090
H -4.213 4.246 2.203 0.086
Br 0.419 -1.859 1.561 0.841
C -4.916 1.599 0.160 -0.030
C 0.617 -1.657 -0.396 -0.738
C -4.768 3.773 1.396 -0.047
H 4.700 -2.653 -0.612 0.100
O -2.890 0.743 1.816 -0.025
H 4.830 1.087 2.717 0.040
N 1.469 -2.699 -1.066 0.129
H 1.017 -3.232 -1.813 0.190
C -0.756 -1.486 -0.992 -0.180
H 1.305 0.396 0.090 0.133
C 4.813 0.902 1.669 0.135
N 3.777 -3.067 -0.554 0.084
C 1.403 -0.363 -0.684 -0.141
C -1.463 -0.332 -0.757 0.051
H 1.179 0.072 -1.655 0.135
C 4.475 0.559 0.572 -0.136
C -3.320 1.881 1.939 -0.334
H 4.870 -0.367 -1.220 0.120
H 3.142 -2.111 -2.368 0.168
H -4.164 1.285 -0.565 0.078
H -5.828 3.768 1.653 0.094
C 2.843 -0.864 -0.552 -0.295
H 1.595 -3.428 -0.346 0.156
```

## Properties
E_HOMO	-11.45	eV
electronic energy	-89333.2941	eV
molar mass	303.22	g/mol
net charge	+1



Formula: C12H21ClNO5PSi2
Source: the OMol25 dataset
Level of theory: wB97M-V/def2-TZVPD

Geometry as XYZ:
```
43
Properties=species:S:1:pos:R:3:lowdin_charge:R:1
H 3.536 1.556 2.793 0.106
O -4.365 -4.661 2.201 0.109
H -2.258 1.016 -2.274 0.026
C 3.720 1.637 1.617 -0.273
C -4.232 -3.742 1.400 -0.305
O -3.740 -3.168 -2.242 0.078
O -4.435 -2.119 3.234 0.083
C -4.084 -1.311 1.039 0.076
H 6.177 3.589 -0.195 0.091
H 0.853 -2.546 -0.274 0.088
H 3.593 0.546 1.200 0.079
H 2.418 2.942 -0.572 -0.044
H -1.628 1.318 0.459 -0.048
H 6.950 3.032 2.170 0.040
C -3.900 -2.955 -0.885 -0.208
H -0.224 -1.162 0.427 0.071
C 0.536 -0.814 -1.734 -0.489
C -1.349 1.192 -3.021 -0.354
O 0.779 1.884 1.308 -0.497
H -0.386 -1.424 -2.182 0.080
C 5.232 2.265 1.442 -0.356
H -3.642 -2.274 -2.636 0.114
Cl -0.956 4.060 -0.419 0.170
C -4.247 -2.333 1.881 -0.206
N 6.020 2.661 2.523 0.040
H -1.423 2.214 -3.586 0.050
H -4.091 -0.283 1.375 0.136
C 5.969 2.428 -0.048 -0.101
H 6.982 1.828 -0.021 0.085
H 2.349 4.029 1.531 -0.024
H 5.282 2.071 -0.935 0.073
C -3.887 -1.547 -0.400 -0.304
C 0.745 -1.359 -0.201 -0.187
H -4.526 -3.013 3.630 0.118
H -1.247 0.273 -3.774 0.056
H 1.448 -1.085 -2.453 0.085
H -4.068 -5.005 -0.380 0.139
H 1.727 -0.904 0.264 0.068
O -3.720 -0.630 -1.196 0.080
P 0.231 1.064 -1.891 0.673
C -4.059 -3.977 -0.042 0.079
Si 2.307 2.709 0.867 0.527
Si -0.388 1.995 -0.001 -0.021
```

## Properties
E_HOMO	-8.32	eV
electronic energy	-62077.6533	eV
molar mass	381.90	g/mol



Formula: C12H21FN2
Source: the OMol25 dataset
Level of theory: wB97M-V/def2-TZVPD

Geometry as XYZ:
```
36
Properties=species:S:1:pos:R:3:lowdin_charge:R:1
N -0.185 -1.563 0.205 -0.117
H 0.838 1.340 2.989 0.110
C 1.704 2.831 1.746 -0.205
H -0.507 1.590 -0.521 0.079
H 1.804 0.365 0.830 0.131
C 0.494 1.392 -0.505 -0.105
H -0.370 2.139 2.098 0.123
N -3.047 -0.335 -0.193 0.242
H 2.387 2.238 -0.437 0.099
C -2.943 -2.826 -2.094 -0.096
H -3.832 -2.399 -1.610 0.076
H 0.499 -0.945 2.066 0.100
C 0.974 -2.522 0.158 -0.014
C 1.422 2.648 -0.670 -0.144
C -2.071 -0.679 -0.676 -0.185
H 2.077 4.556 0.303 0.137
C 1.373 3.641 0.514 -0.219
H -0.845 -3.526 -1.911 0.141
C -1.578 -2.833 -1.356 -0.152
H -1.810 -3.283 -0.392 0.122
C -0.974 -1.463 -0.986 -0.538
H 1.304 3.009 -1.567 0.051
H -1.047 -0.454 1.563 0.112
H -3.180 -3.812 -2.234 0.023
H 1.801 -1.876 -0.154 0.084
H -2.736 -2.552 -3.216 0.120
H 0.712 -3.345 -0.551 0.085
F -0.370 -0.981 -2.124 0.049
H 0.435 4.176 0.550 0.095
H 2.658 2.345 1.546 0.102
H 1.211 -2.910 1.160 0.089
H 1.767 3.454 2.682 0.120
C 0.628 1.710 1.976 -0.157
C 0.755 0.653 0.873 -0.273
H 0.688 0.799 -1.321 0.069
C -0.035 -0.582 1.262 -0.155
```

## Properties
E_HOMO	-8.88	eV
electronic energy	-18479.6497	eV
molar mass	212.31	g/mol



Formula: C12H21GeN4S2SbSe5Tc
Source: the OMol25 dataset
Level of theory: wB97M-V/def2-TZVPD

Geometry as XYZ:
```
47
Properties=species:S:1:pos:R:3:lowdin_charge:R:1
H 4.005 1.926 0.703 0.024
H 1.637 -1.602 3.316 0.013
Sb -0.451 -2.668 -4.991 0.415
H 1.423 -3.203 -0.444 -0.008
H 0.324 4.676 -2.334 0.122
C 0.176 2.719 -3.199 -0.023
C -0.280 1.426 -2.993 -0.126
C 1.184 1.692 2.540 -0.207
C 4.135 1.114 1.420 -0.212
C -1.817 1.528 0.288 -0.103
H 3.325 -1.842 2.805 0.029
H 4.631 1.513 2.306 0.028
H 2.269 -0.899 -0.400 0.028
S -3.748 0.159 -2.142 0.138
S -3.042 -2.468 -0.069 0.521
H 0.160 1.312 2.507 0.007
C 2.596 -1.108 3.155 -0.218
C 1.604 -0.308 0.232 -0.542
N -0.897 1.055 -1.870 -0.072
H 1.410 1.965 3.571 0.030
H -2.026 2.195 1.117 0.143
H 0.676 2.970 -4.124 0.118
Se -0.006 -2.077 -2.545 0.097
N -2.924 -0.127 1.399 0.008
Se 0.014 -1.377 0.599 0.879
H 4.782 0.355 0.977 0.026
N -3.976 -1.886 2.341 0.103
H 1.500 -3.215 1.344 0.026
C -0.020 3.658 -2.205 -0.029
N -2.228 0.320 0.313 -0.301
Se -2.422 -1.012 -5.186 0.049
C -1.101 1.976 -0.906 -0.282
C -3.305 -1.394 1.295 -0.823
Se -3.293 -1.674 -3.096 0.011
H 2.936 -0.721 4.116 0.030
H 1.252 2.591 1.923 0.022
H -4.321 -2.829 2.324 0.097
C -0.672 3.281 -1.044 0.002
H -0.862 3.989 -0.248 0.127
H 0.067 -3.867 0.507 0.036
H -4.222 -1.278 3.102 0.115
C 0.855 -3.119 0.476 -0.356
Se -1.174 -4.400 -3.359 0.044
Ge 2.423 0.351 1.895 0.726
H -0.160 0.661 -3.745 0.064
H 1.276 0.558 -0.351 0.008
Tc -1.714 -0.916 -1.321 0.214
```

## Properties
E_HOMO (spin up / spin down)	-10.37 / -10.38	eV
electronic energy	-432396.6290	eV
molar mass	972.63	g/mol
net charge	+1



Formula: C12H21LiN6O8
Source: the OMol25 dataset
Level of theory: wB97M-V/def2-TZVPD

Geometry as XYZ:
```
48
Properties=species:S:1:pos:R:3:lowdin_charge:R:1
N 9.371 23.711 3.370 0.167
H 12.997 21.660 2.698 0.105
H 9.381 24.274 2.532 0.093
C 8.553 25.409 9.243 -0.326
H 8.313 16.955 8.004 0.061
H 11.110 17.178 6.842 0.051
H 10.504 24.759 8.758 0.086
H 6.530 22.647 2.952 0.137
C 10.635 18.159 6.816 -0.095
C 9.465 24.501 8.615 -0.038
C 6.672 23.953 8.555 -0.048
H 11.153 23.029 9.710 0.083
O 6.132 25.922 9.668 -0.174
C 12.132 21.338 9.791 -0.827
O 8.485 19.361 6.375 -0.349
H 13.086 20.552 5.640 0.117
H 11.263 21.686 2.410 0.116
H 7.496 16.656 6.368 0.054
H 9.246 17.977 5.287 0.085
H 9.026 16.055 6.743 0.035
H 7.505 23.854 2.094 0.107
O 8.228 22.188 4.579 0.015
O 9.090 26.330 10.014 -0.104
N 7.335 23.253 2.888 0.172
O 9.836 22.560 7.336 -0.146
N 11.850 21.311 8.485 0.164
C 7.533 22.985 8.004 -0.326
N 12.055 21.429 2.982 0.142
H 12.142 20.483 7.985 0.082
C 11.809 21.014 4.172 -0.741
H 5.647 23.639 8.681 0.100
O 10.683 20.854 4.631 0.026
H 11.826 22.546 11.286 0.122
O 7.181 21.999 7.268 -0.043
N 11.721 22.427 10.289 0.193
C 9.054 23.325 7.957 -0.350
H 13.810 21.070 4.126 0.106
C 9.171 18.148 6.361 -0.662
C 8.397 16.928 6.917 -0.100
H 11.185 18.867 6.195 0.031
C 8.275 23.048 3.707 -0.746
H 11.161 21.964 8.141 0.030
Li 9.241 21.267 5.988 0.606
N 12.993 20.864 4.684 0.172
H 10.753 18.544 7.829 0.061
H 10.256 23.596 3.843 0.110
C 7.084 25.081 9.203 -0.362
O 12.842 20.507 10.269 0.008
```

## Properties
E_HOMO	-0.58	eV
electronic energy	-38311.4197	eV
molar mass	384.27	g/mol
net charge	-2



Formula: C12H21N
Source: the OMol25 dataset
Level of theory: wB97M-V/def2-TZVPD

Geometry as XYZ:
```
34
Properties=species:S:1:pos:R:3:lowdin_charge:R:1
H -2.585 0.647 0.958 0.126
H 0.816 2.040 1.468 0.120
C -0.323 -1.547 1.317 -0.172
H -2.455 -1.441 -0.558 0.152
H -0.911 -1.666 -1.305 0.089
H -1.221 -2.232 1.403 0.128
H -2.183 -0.366 -2.850 0.162
H 2.775 -1.618 -0.164 0.118
C 0.932 -2.408 0.885 -0.164
C 2.197 -1.439 0.788 -0.159
H -1.313 0.735 2.152 0.099
H 2.644 -1.765 1.758 0.106
N -1.036 1.991 0.396 -0.057
C -1.680 0.131 -1.863 -0.204
H 2.755 0.689 0.557 0.108
C -0.661 -0.373 0.402 -0.312
H 1.676 1.033 -1.962 0.125
C 1.964 0.087 0.965 -0.136
C -1.492 0.734 1.105 -0.120
C -1.476 -0.881 -0.842 -0.208
C 0.905 0.393 -1.515 -0.131
C 0.372 1.979 0.434 -0.203
H -0.176 0.916 -3.253 0.103
H 0.931 -3.209 1.602 0.086
H 0.481 -2.819 -0.062 0.103
H -2.323 0.811 -1.324 0.086
C 0.744 0.509 0.043 -0.276
H 1.744 0.406 1.986 0.102
H -0.064 -1.180 2.359 0.123
H -1.325 2.688 1.061 0.104
H -0.442 1.875 -1.816 0.076
H 0.947 -0.637 -1.745 0.093
C -0.361 0.880 -2.191 -0.191
H 0.757 2.763 -0.205 0.122
```

## Properties
E_HOMO	-9.12	eV
electronic energy	-14272.9513	eV
molar mass	179.31	g/mol



Formula: C12H21N7O3
Source: the OMol25 dataset
Level of theory: wB97M-V/def2-TZVPD

Geometry as XYZ:
```
43
Properties=species:S:1:pos:R:3:lowdin_charge:R:1
N -2.922 2.424 5.153 0.002
H -0.149 1.694 2.878 0.192
C -2.024 1.513 5.638 -0.161
N -1.445 0.905 4.559 0.048
O 0.832 -0.847 3.671 -0.082
C 0.889 -1.952 -2.071 -0.179
H -0.125 -2.540 -5.708 0.137
C -0.381 1.050 1.866 -0.291
C 0.609 -0.477 -2.348 -0.186
H -2.194 1.633 1.240 0.083
H 2.028 -2.131 -1.621 0.158
H 3.464 -1.627 -6.066 0.091
H 0.016 -2.180 -1.440 0.105
C -0.213 1.074 -0.480 -0.140
H 1.279 1.502 -2.065 0.155
N 0.117 -1.465 -5.451 0.015
C 1.038 0.679 -1.316 -0.277
H 2.127 -0.043 0.291 -0.032
N 0.253 1.613 0.723 0.048
N 2.359 0.396 -0.606 0.034
O -1.695 1.166 -0.795 -0.144
H -3.786 2.743 3.052 0.109
C -2.274 1.353 3.384 -0.214
H -1.459 1.545 6.687 0.167
H 1.082 -3.924 -2.843 0.126
H -0.326 -0.223 -2.738 0.078
N 1.717 -2.665 -4.368 -0.042
C 0.822 -2.938 -3.328 -0.260
C 0.579 -0.387 2.181 -0.185
H 2.802 1.351 -0.668 0.092
C -3.205 2.257 3.775 -0.038
H 2.734 -2.798 -3.855 0.212
H -3.567 3.033 5.749 0.178
N 2.394 -1.330 -6.254 0.056
H -0.134 -0.358 3.950 0.104
H 1.292 -0.098 -3.184 0.112
H 0.223 -0.830 -6.412 0.149
C -1.775 0.982 1.957 -0.172
C 1.574 -1.801 -5.375 -0.641
H -2.439 -0.006 1.556 0.202
H 1.321 1.602 1.134 0.217
H -0.193 -2.633 -3.865 0.129
O 1.469 -0.692 1.417 0.045
```

## Properties
E_HOMO	-8.67	eV
electronic energy	-29347.8112	eV
molar mass	311.35	g/mol